7
Properties=species:S:1:pos:R:3:forces:R:3 method="wB97M-V/def2-TZVPD" total_charge=0 de_lowest_kj_mol=645.77 gap_ev=8.26 e_lumo_ha=-0.026
C 0.236 -0.229 0.176 1.9599 -1.8770 1.7738
C -0.485 -0.029 -0.811 0.5221 1.6513 0.4436
O -0.835 2.385 -0.308 -0.4343 -1.2338 -1.2795
Cl -0.281 2.371 1.130 0.7180 0.1352 1.5117
H 0.935 -1.110 0.476 -1.5794 1.7247 -0.5249
H 0.331 0.732 1.144 -0.7119 -0.3202 -1.5841
H -0.883 0.227 -1.754 -0.4742 -0.0803 -0.3405